Entry 1:
The following is a DFT calculation (ωB97M-V with the def2-TZVPD basis set) of a cluster of 2 separate species, C4H10N3 in total at a distorted geometry.

Computed properties:
LUMO energy, eV: -3.59
Net charge: +1
Energy relative to the best compared isomer or geometry (same formula, charge and spin), kcal per mole: 120.5

```
17
Properties=species:S:1:pos:R:3:forces:R:3
C -3.1995 -0.5531 -0.1004 1.33 0.71 0.80
C -2.0522 -0.7744 -0.5910 -1.36 0.41 0.57
C 0.8071 -0.9357 -0.1709 0.50 -2.12 1.44
C 0.7574 1.5021 -0.3457 0.66 1.19 -2.82
N 0.3257 1.7854 0.9615 0.24 0.09 1.17
N 1.5310 -2.0762 0.1258 -4.27 0.41 -0.74
N 1.4748 0.1792 -0.4061 -1.85 -0.63 0.18
H -3.5412 -1.1644 -0.9157 -0.71 -1.24 -1.63
H -3.9235 -0.1764 0.5795 -0.22 0.27 0.35
H 1.2212 -3.0429 0.3298 -0.85 1.40 -0.47
H -0.4250 -0.9597 -0.1422 3.11 -0.03 -0.58
H -0.0502 1.5891 -1.1707 0.97 -0.64 1.71
H 1.5595 2.1799 -0.7809 -0.82 -0.40 0.78
H -0.5380 2.2938 1.1690 0.71 -0.28 -0.62
H 1.1048 2.0450 1.5823 -0.90 -0.02 -0.38
H 2.4625 -2.0549 0.2973 3.49 0.77 0.28
H 2.4854 0.1631 -0.4215 -0.02 0.13 -0.03
```
Forces are in eV/Å.

---

Entry 2:
The following is a DFT calculation (ωB97M-V with the def2-TZVPD basis set) of the ion C5H4NO2 with charge -1 at a distorted geometry.

Computed properties:
LUMO energy, eV: 3.69
Net charge: -1
Energy relative to the best compared isomer or geometry (same formula, charge and spin), kcal per mole: 42.4

```
12
Properties=species:S:1:pos:R:3:forces:R:3
C 1.9767 -0.1966 -1.4005 -0.46 -1.33 -0.16
C 0.8709 0.3665 -1.0203 -1.50 0.81 0.36
C 3.8232 -0.0223 0.3345 -0.91 0.03 -1.28
C -0.1075 1.1552 -0.4181 -0.15 -0.12 -0.40
C -0.9960 0.4482 0.7107 0.90 3.10 -1.64
N 3.1872 -0.1567 -0.6578 1.36 0.17 0.82
O -0.3814 2.3457 -0.7527 0.05 -0.66 0.40
O 4.5308 0.1097 1.2665 0.56 0.03 0.78
H 2.0888 -0.9818 -2.1835 -0.19 0.80 0.25
H -1.6868 -0.2158 0.3203 -1.60 -1.13 -1.09
H -1.4905 1.2192 1.3144 0.29 -0.23 -0.09
H -0.3090 -0.1187 1.2094 1.65 -1.48 2.05
```
Forces are in eV/Å.

---

Entry 3:
The following is a DFT calculation (ωB97M-V with the def2-TZVPD basis set) of a cluster of 13 separate species, C44H74BF6N14O4S in total at a distorted geometry.

Computed properties:
LUMO energy, eV: -2.66
Net charge: +1

```
144
Properties=species:S:1:pos:R:3:forces:R:3
C -6.1237 -1.8681 -0.6659 0.03 0.05 0.28
C -5.3277 -2.5935 -1.9132 -1.52 -0.02 0.31
O -3.9657 -3.0575 -1.5773 -0.94 -0.50 -1.32
C -3.5483 -4.1456 -2.5012 0.13 -0.04 -0.60
C -1.9578 -3.9903 -2.9911 -1.24 0.41 -0.68
O -1.0729 -4.8263 -2.1634 1.03 1.51 -0.92
C 0.3395 -4.4023 -2.2606 0.49 0.16 0.80
C 0.5298 -3.0715 -1.3220 -1.04 1.16 -0.55
O 1.6929 -3.1049 -0.4206 -0.96 1.94 0.15
C 1.9018 -1.7654 0.2221 0.71 0.12 0.77
C 0.7350 -1.4272 1.3169 -1.04 0.46 -0.52
N -0.3940 -0.5306 0.7864 0.95 -1.33 1.68
C -1.4850 -0.7534 1.8020 -1.74 0.39 -1.47
C -1.1120 -0.3372 3.3595 -2.08 2.28 -1.91
C -2.4397 -0.6500 4.2309 -2.45 -1.64 1.30
F -3.1648 -1.9258 3.8481 2.59 3.60 1.08
F -2.3111 -0.7400 5.6980 0.37 0.27 -4.26
C -3.6818 0.4608 4.0163 -2.96 -0.10 1.65
F -4.5844 0.2189 5.2061 2.88 1.10 -4.17
F -3.2647 1.8654 4.1127 -1.39 -4.66 -0.90
F -4.5348 0.1323 2.8323 3.35 1.81 3.95
N 0.2460 -0.7195 3.8459 1.18 -0.43 0.57
C 0.3518 -2.0550 4.6001 0.19 -2.13 2.52
C -0.3962 -3.3435 4.0307 0.30 -2.67 -0.09
C 0.7721 -4.4377 3.5424 0.54 1.70 -0.95
F 1.4790 -5.0820 4.6716 -1.85 1.28 -2.36
B 0.8026 0.1890 4.9838 2.94 1.79 2.72
C 0.0030 1.3822 5.7579 -0.55 0.66 0.60
O 2.2287 0.0144 5.4462 -4.19 -0.09 -0.18
C 1.2610 -0.6326 2.6827 3.22 -2.29 -1.86
C 1.9392 0.7878 2.3535 1.06 1.18 -1.26
C 1.0294 2.0904 2.0309 0.35 1.50 0.24
C 1.7684 2.9646 0.8118 -0.36 -2.55 0.37
S 0.7261 4.4380 0.3098 -0.49 -0.60 0.51
H -6.2234 -2.5497 0.2948 0.44 1.20 -2.06
H -5.6355 -0.8371 -0.3306 -0.93 -2.55 -0.89
H -7.2443 -1.6232 -0.9904 2.60 -0.50 0.47
H -5.9936 -3.5224 -2.2425 1.42 1.89 0.63
H -5.3104 -1.8240 -2.7948 0.18 -1.46 1.44
H -4.2439 -4.0469 -3.4626 1.68 -0.51 1.94
H -3.7241 -5.1685 -1.9389 0.45 1.93 -1.34
H -1.8437 -4.3259 -4.1300 -0.37 0.63 2.40
H -1.7259 -2.8408 -2.9553 -0.21 -2.13 0.14
H 0.6570 -4.1877 -3.3842 -0.70 -0.47 2.37
H 1.0325 -5.2515 -1.7926 -1.69 1.68 -1.18
H -0.4797 -2.9500 -0.7039 1.98 -0.45 -1.16
H 0.6264 -2.0979 -1.9813 -0.20 -1.83 1.10
H 2.9317 -1.8078 0.8101 -2.06 -0.16 -1.40
H 1.9980 -0.9119 -0.5723 -0.39 -1.61 1.33
H 0.2145 -2.4522 1.5318 1.37 1.50 0.16
H -0.6922 -0.8458 -0.1663 -0.02 0.48 1.19
H -2.3732 -0.0194 1.4882 1.77 -1.63 0.88
H -1.8889 -1.8327 1.6548 0.53 1.69 0.89
H -1.0883 0.8586 3.2855 -0.02 -2.66 0.37
H -0.0414 -1.8594 5.7127 0.58 -0.20 -2.45
H 1.4874 -2.3793 4.7913 -2.45 1.28 -0.79
H -1.1008 -3.2306 3.1096 1.34 0.15 1.84
H -1.0200 -3.9284 4.8639 1.31 1.68 -1.68
H 0.3693 -5.1846 2.7226 0.70 1.10 2.31
H 1.5823 -3.7653 2.9800 -1.45 -1.67 1.24
H -1.0964 1.5771 5.4175 2.13 -0.21 0.67
H -0.0487 1.1979 6.9364 0.18 0.22 -2.53
H 0.6368 2.3818 5.6358 -1.35 -2.10 0.13
H 2.2470 0.2719 6.4168 0.09 -0.16 -1.79
H 2.1692 -1.3233 3.0446 -1.99 1.64 -0.52
H 2.8059 1.1501 3.0949 -2.15 -1.24 -1.23
H 2.5716 0.6372 1.3443 -1.49 -0.20 2.21
H 1.0017 2.7943 2.9941 -0.06 -1.46 -2.02
H -0.0649 1.9111 1.6807 2.08 -0.04 0.58
H 2.8585 3.2481 1.1291 -2.23 -0.05 -0.57
H 1.8729 2.1898 -0.0867 -0.30 1.82 1.74
H -0.6338 4.0665 0.5618 1.99 -0.15 -0.12
C 1.5369 7.1280 -3.4931 0.56 -1.51 0.62
C 2.1676 5.8188 -3.0474 3.42 -7.16 2.54
N 2.6908 4.7328 -2.6775 -4.04 8.58 -2.98
H 2.2339 7.9537 -3.3253 -0.10 -0.30 -0.08
H 1.2912 7.0801 -4.5575 0.22 -0.24 0.53
H 0.6217 7.3135 -2.9244 0.14 -0.15 -0.01
C 1.2080 -3.1140 -6.3242 -1.03 0.68 0.21
C -0.0326 -2.2824 -6.0419 -6.80 4.56 1.55
N -1.0618 -1.5925 -5.8076 8.23 -5.55 -1.82
H 0.9183 -4.1160 -6.6527 -0.06 0.20 0.06
H 1.8037 -2.6402 -7.1092 -0.18 0.00 0.14
H 1.8147 -3.1978 -5.4184 -0.15 0.09 -0.11
C -7.1780 2.7428 2.0816 0.08 -0.90 -0.83
C -7.0834 1.7112 0.9693 0.48 -5.50 -5.92
N -7.0048 0.8554 0.0466 -0.86 7.25 7.44
H -6.3115 3.4089 2.0470 -0.12 -0.20 -0.17
H -8.0885 3.3365 1.9629 0.12 -0.18 -0.09
H -7.2037 2.2420 3.0533 -0.03 -0.07 -0.22
C -4.3489 1.7663 -1.6991 1.22 -0.55 -0.04
C -2.9749 1.1177 -1.7390 7.49 -3.54 -0.23
N -1.8349 0.5797 -1.7720 -9.07 4.21 0.36
H -4.2501 2.8371 -1.5009 0.09 -0.22 0.07
H -4.8549 1.6270 -2.6584 0.16 -0.09 0.12
H -4.9528 1.3121 -0.9088 0.16 0.03 -0.18
C -0.7127 8.6766 -7.0740 0.98 0.07 0.71
C 0.5073 8.8438 -6.1830 6.60 1.10 4.68
N 1.5194 8.9824 -5.4437 -8.15 -0.58 -6.40
H -1.2492 9.6261 -7.1535 0.19 -0.11 0.10
H -0.4037 8.3575 -8.0732 0.10 0.09 0.20
H -1.3829 7.9233 -6.6510 0.15 0.13 0.08
C 2.3885 -6.3655 1.1709 0.12 -1.12 -0.66
C 2.5488 -7.6522 0.3776 0.88 -7.09 -4.36
N 2.6816 -8.7195 -0.2805 -1.08 8.69 5.35
H 1.9845 -6.5869 2.1626 0.15 -0.17 -0.19
H 3.3586 -5.8736 1.2832 -0.12 -0.15 -0.09
H 1.7046 -5.6895 0.6505 0.14 -0.12 -0.05
C 6.1247 3.7614 -3.8515 0.94 -0.64 0.49
C 7.3019 3.0114 -3.2497 6.40 -4.06 3.23
N 8.2785 2.3893 -2.7504 -7.80 4.96 -3.92
H 6.2325 4.8338 -3.6673 0.06 -0.22 0.04
H 6.0842 3.5877 -4.9303 0.12 -0.04 0.20
H 5.1914 3.4144 -3.3997 0.17 0.05 0.00
C 3.0458 -11.3543 -1.8355 0.07 -0.90 -1.01
C 3.1404 -12.3859 -2.9478 0.53 -5.72 -6.11
N 3.2190 -13.2417 -3.8706 -0.63 6.86 7.38
H 3.9123 -10.6883 -1.8701 -0.19 -0.16 -0.06
H 2.1353 -10.7606 -1.9542 0.21 -0.16 -0.04
H 3.0201 -11.8551 -0.8638 0.01 0.02 -0.22
C -4.0877 4.9542 -3.2963 0.51 0.87 -0.79
C -3.4701 5.9811 -4.2314 3.43 5.67 -5.17
N -2.9578 6.8331 -5.0071 -4.10 -6.88 6.27
H -5.0484 4.6170 -3.6952 0.17 0.14 -0.04
H -3.4216 4.0929 -3.1963 0.02 0.24 -0.15
H -4.2476 5.3972 -2.3095 0.06 0.04 -0.18
C 8.0425 2.5957 0.6758 -0.99 0.23 0.83
C 6.8827 2.7944 1.6379 -6.32 1.07 5.26
N 5.9206 2.9592 2.4362 7.59 -1.36 -6.34
H 8.3733 1.5537 0.7007 -0.16 0.15 0.01
H 7.7299 2.8459 -0.3417 0.01 -0.09 0.20
H 8.8778 3.2413 0.9605 -0.21 -0.06 0.04
C 7.8028 -1.1337 3.0264 -0.95 0.11 -0.79
C 6.6013 -1.0088 2.1038 -6.61 0.69 -5.04
N 5.6046 -0.9051 1.3384 7.87 -0.86 6.16
H 8.2589 -0.1518 3.1796 -0.18 -0.10 -0.08
H 7.4897 -1.5358 3.9938 -0.06 0.08 -0.21
H 8.5438 -1.8055 2.5846 -0.21 0.09 -0.02
C -4.9768 6.8964 3.1697 0.07 -0.81 -0.90
C -4.8822 5.8648 2.0574 0.55 -5.57 -6.06
N -4.8036 5.0090 1.1347 -0.58 6.81 7.34
H -4.1103 7.5624 3.1351 -0.11 -0.18 -0.10
H -5.8873 7.4901 3.0510 0.13 -0.17 -0.09
H -5.0025 6.3956 4.1414 0.01 -0.02 -0.23
```
Forces are in eV/Å.